81
Properties=species:S:1:pos:R:3:lowdin_charge:R:1 method="wB97M-V/def2-TZVPD" e_tot_ev=-314060.521 total_charge=-2 de_lowest_kcal_mol=71.0 spin_multiplicity=5
Mn -1.073 -0.500 2.487 0.066
N -3.985 1.993 0.747 0.185
C -3.246 0.961 1.223 -0.506
O -2.105 1.162 1.636 -0.072
C -3.815 -0.410 1.263 -0.234
C -2.696 -1.433 1.475 -0.289
H -3.640 2.923 0.923 0.110
H -4.973 1.863 0.621 0.100
H -4.441 -0.586 0.378 0.111
H -4.477 -0.428 2.138 -0.011
H -2.384 -1.805 0.492 0.006
H -3.080 -2.292 2.022 0.021
Se -2.292 -0.673 4.543 0.239
Se -4.541 -0.803 4.635 -0.051
Te -0.865 -5.090 4.601 -0.176
Se -0.458 -3.464 2.735 0.072
C 0.097 -2.357 -0.424 -0.514
P 0.124 -0.722 0.416 1.066
C -0.549 0.511 -0.748 -0.333
C -0.336 1.868 -0.485 -0.097
C -0.921 2.840 -1.280 -0.078
C -1.767 2.479 -2.323 -0.101
C -2.041 1.139 -2.547 -0.090
C -1.438 0.166 -1.758 -0.115
C 1.938 -0.439 0.459 -0.341
C 2.623 0.612 -0.138 -0.097
C 3.986 0.772 0.070 -0.092
C 4.685 -0.124 0.864 -0.093
C 4.014 -1.191 1.446 -0.070
C 2.650 -1.344 1.252 -0.117
P 0.696 -2.843 -2.104 1.067
C -0.802 -2.803 -3.167 -0.401
C -0.696 -2.523 -4.531 -0.110
C -1.794 -2.635 -5.373 -0.098
C -3.022 -3.042 -4.874 -0.109
C -3.136 -3.352 -3.526 -0.086
C -2.037 -3.242 -2.686 -0.110
C 1.706 -1.451 -2.753 -0.387
C 3.087 -1.624 -2.690 -0.117
C 3.952 -0.652 -3.172 -0.099
C 3.442 0.506 -3.740 -0.100
C 2.068 0.692 -3.810 -0.078
C 1.208 -0.277 -3.315 -0.106
H -0.896 -2.790 -0.298 0.002
H 0.694 -2.969 0.258 -0.016
H 0.258 2.164 0.373 0.114
H -0.737 3.886 -1.065 0.103
H -2.233 3.241 -2.936 0.092
H -2.724 0.841 -3.333 0.102
H -1.668 -0.873 -1.939 0.080
H 2.105 1.313 -0.776 0.091
H 4.500 1.606 -0.393 0.100
H 5.745 0.015 1.038 0.094
H 4.539 -1.888 2.086 0.107
H 2.130 -2.144 1.769 0.066
H 0.254 -2.204 -4.940 0.099
H -1.686 -2.398 -6.425 0.095
H -3.880 -3.123 -5.529 0.092
H -4.084 -3.681 -3.120 0.102
H -2.159 -3.498 -1.641 0.099
H 3.486 -2.532 -2.251 0.096
H 5.022 -0.797 -3.095 0.100
H 4.114 1.268 -4.117 0.096
H 1.662 1.602 -4.236 0.102
H 0.138 -0.111 -3.363 0.080
F 1.117 5.678 5.120 0.088
C 1.906 4.810 4.439 -0.567
F 3.049 4.669 5.188 0.072
F 2.366 5.550 3.350 0.045
C 1.249 3.566 4.105 -0.179
C -0.156 3.365 4.236 -0.046
C -0.724 2.199 3.824 -0.193
N -0.029 1.143 3.279 -0.087
C 1.323 1.343 3.157 -0.192
C 1.973 2.483 3.516 -0.038
H -0.791 4.131 4.660 0.095
H -1.793 2.064 3.912 0.064
H 1.888 0.517 2.753 0.057
H 3.044 2.541 3.369 0.103
S 1.222 -1.626 4.609 0.500
C 0.110 -1.741 3.435 -1.384